(1)
DFT (ωB97M-V with the def2-TZVPD basis set) results for a cluster of 2 separate species, C15H21N2O2S in total in a non-equilibrium geometry.

Each line ends with the Löwdin charge.
Atoms and positions in Å:
S: 0.51738 -1.54826 1.61136  1.030
O: 1.79608 0.30347 -2.31057  -0.048
O: -4.02260 -2.18366 -2.11124  -0.056
N: 1.39063 0.64119 0.31148  0.007
N: 1.12030 0.72921 2.63702  -0.107
C: 1.28364 2.84374 1.45627  -0.158
C: -0.11554 -0.95508 -1.74742  -0.221
C: 0.11465 -1.30998 3.35806  -0.401
C: -5.01039 -1.13389 -2.12361  -0.051
C: -0.42720 -2.32532 -1.70139  -0.036
C: 1.89655 2.00694 0.34901  -0.198
C: 1.24136 -0.56570 -1.49346  -0.099
C: -2.73960 -1.76356 -2.07742  -0.230
C: 3.22034 0.49590 -2.11641  -0.015
C: -1.72040 -2.74058 -1.88933  0.028
C: 0.66493 0.03239 3.82120  -0.189
C: 1.05906 0.09964 1.43611  -0.589
C: 1.38810 2.14770 2.78539  -0.146
C: -1.10250 0.00835 -2.04151  0.006
C: -2.39553 -0.38487 -2.17475  -0.004
H: 0.63408 2.57092 3.47582  0.136
H: -0.84296 1.05796 -2.13174  0.132
H: -5.97049 -1.62583 -2.06687  0.095
H: 0.53703 -2.15646 3.91541  0.086
H: 3.43139 1.55858 -2.32652  0.112
H: 1.80131 3.80797 1.46442  0.128
H: -0.98073 -1.31583 3.42962  0.083
H: 2.39533 2.32116 3.19181  0.137
H: 1.90444 -1.16942 -0.80572  0.145
H: -4.91891 -0.55033 -3.06763  0.107
H: 0.22575 3.00786 1.22591  0.126
H: -3.18571 0.34495 -2.36852  0.109
H: 3.72118 -0.14255 -2.83608  0.104
H: 1.66842 2.44289 -0.63703  0.122
H: 3.00380 2.01749 0.46072  0.133
H: 0.38623 -3.02139 -1.50554  0.128
H: 1.48077 -0.13173 4.54398  0.135
H: -0.13281 0.58562 4.33927  0.131
H: -4.85668 -0.45034 -1.26351  0.106
H: 3.54664 0.24843 -1.10568  0.091
H: -2.00732 -3.79757 -1.91093  0.134

Force components x, y, z for each atom (eV/Å):
0.0 -0.2 -0.3
0.0 -0.7 1.0
0.5 0.5 0.0
-0.3 -0.6 0.2
-0.2 0.3 0.3
-0.4 0.3 -0.7
-0.2 0.3 0.1
-0.6 -0.7 0.2
0.5 0.4 -0.3
0.2 0.5 0.3
0.4 0.0 -0.6
1.3 0.6 0.7
0.4 0.1 0.3
0.2 0.7 -0.4
-1.1 0.1 -0.4
0.2 -0.5 0.2
0.2 0.9 0.4
0.2 0.5 0.2
1.0 -0.3 0.1
-1.3 -0.7 -0.2
0.5 -0.2 -0.1
0.1 -0.1 0.1
-0.1 0.0 0.0
-0.3 0.3 -0.1
-0.1 -0.6 0.1
-0.3 -0.1 0.2
0.4 -0.2 0.1
-0.3 -0.2 0.2
-0.7 0.2 -1.5
-0.3 -0.4 0.6
0.1 0.1 0.0
0.5 -0.2 0.1
0.1 0.0 -0.1
0.2 0.0 0.3
-0.5 -0.2 -0.1
-0.3 -0.1 0.0
-0.1 0.3 -0.3
0.3 0.1 -0.2
-0.2 -0.5 -0.4
-0.3 0.0 0.0
0.2 0.5 0.1

* HOMO level: -11.7 eV
* gap between HOMO and LUMO: 8.4 eV
* DFT total energy: -33798.8193 eV
* net charge: +1


(2)
DFT (ωB97M-V with the def2-TZVPD basis set) results for a cluster of 2 separate species, C15H21N3O2 in total in a non-equilibrium geometry.

Each line ends with the Löwdin charge.
Atoms and positions in Å:
O: -0.30328 1.34445 4.63109  -0.064
O: -0.50926 2.87145 2.98942  -0.102
N: -1.13548 -0.32405 -0.63706  -0.017
N: -2.03970 5.07623 1.25543  0.005
N: -1.88841 1.41130 -1.62867  0.173
C: -1.31888 0.22180 -1.81088  -0.043
C: -0.19695 -2.53352 -1.46480  -0.109
C: -1.73620 4.07522 0.21928  -0.276
C: 3.91178 -3.83313 -1.43947  -0.079
C: -1.58540 0.54448 0.34490  0.063
C: -2.63550 2.83725 0.36479  -0.128
C: 3.30719 -3.42471 -2.61012  -0.082
C: 1.85836 -3.38807 -0.28300  -0.048
C: 3.17687 -3.80560 -0.26076  -0.065
C: 1.16135 1.16320 2.79217  -0.058
C: -0.00539 1.85767 3.54451  -0.797
C: 1.98645 -3.00717 -2.63009  -0.044
C: -2.06585 1.63640 -0.29400  -0.204
C: 1.24190 -2.97308 -1.45625  -0.233
C: -0.55764 -1.63312 -0.27965  -0.077
H: 0.90149 0.12051 2.60898  0.038
H: 2.05731 1.17714 3.41208  0.062
H: -0.72162 3.72895 0.38382  0.106
H: -1.82999 4.52448 -0.76910  0.095
H: 4.93294 -4.16895 -1.40000  0.103
H: -1.40460 4.83801 2.01527  0.050
H: -2.64640 2.60868 1.42589  0.113
H: -2.15621 2.04707 -2.35762  0.181
H: -2.95087 4.85768 1.64038  0.058
H: 3.61222 -4.09421 0.67840  0.106
H: 0.28454 -1.43330 0.36069  0.119
H: -1.30242 -2.12170 0.33545  0.138
H: -0.46112 -2.10641 -2.42395  0.093
H: 1.38297 1.65539 1.84102  0.049
H: 1.52379 -2.70779 -3.55627  0.106
H: -1.53437 0.38109 1.40176  0.152
H: -3.66458 3.03513 0.07126  0.123
H: 3.85050 -3.44026 -3.54127  0.104
H: -0.78895 -3.43884 -1.36219  0.127
H: -1.04889 -0.20475 -2.75104  0.148
H: 1.29829 -3.37490 0.63960  0.114

Force components x, y, z for each atom (eV/Å):
-0.2 -0.1 0.0
-0.3 0.0 -0.5
0.2 -0.4 1.2
0.4 -0.5 -0.2
-0.1 0.2 -0.3
0.0 0.0 -0.5
0.2 -0.4 0.5
-0.4 0.1 0.5
-0.2 0.0 0.5
0.0 0.1 -0.7
0.3 0.2 -0.1
0.0 -0.1 -0.5
-0.1 0.1 0.2
-0.2 0.1 -0.3
-0.1 0.3 -0.3
0.3 0.0 0.1
-0.1 0.0 0.4
-0.4 0.2 1.0
0.5 0.1 -0.4
-0.4 0.0 -0.4
0.0 -0.2 0.0
0.0 -0.1 0.0
0.3 0.1 -0.1
0.0 0.0 -0.2
0.2 0.0 -0.2
0.0 0.1 0.2
0.1 -0.1 0.2
0.0 0.1 -0.2
-0.2 0.3 0.0
0.2 -0.1 0.2
0.4 0.1 0.1
-0.2 0.0 0.2
0.0 0.1 -0.1
0.0 0.0 0.0
0.0 0.1 -0.2
0.2 -0.3 0.2
-0.1 0.0 -0.3
0.2 0.0 -0.1
-0.3 -0.1 -0.1
0.0 0.0 -0.2
0.0 0.0 0.2

* HOMO level: -7.0 eV
* gap between HOMO and LUMO: 6.6 eV
* DFT total energy: -24459.6438 eV
* net charge: 0
* energy relative to the best compared isomer or geometry (same formula, charge and spin): 68.65 kcal per mole


(3)
DFT (ωB97M-V with the def2-TZVPD basis set) results for the molecule C15H21N3OS.

Each line ends with the Löwdin charge.
Atoms and positions in Å:
S: -3.04433 -1.86929 -1.33057  1.106
O: 2.03010 4.78135 -1.38786  -0.192
N: 0.15457 1.02228 -2.20551  0.128
N: -1.91519 0.07118 -2.82376  0.061
N: 1.35565 0.38855 -0.35615  0.059
C: -2.10567 -2.36116 0.05998  -0.474
C: -2.37293 -2.21905 3.16251  -0.060
C: 0.25127 0.24476 -1.12517  -0.259
C: -0.75629 -0.71227 -0.84312  -0.108
C: 0.01639 -1.97796 1.31244  -0.146
C: -0.35761 -3.27356 2.03584  -0.158
C: 2.66419 3.99190 -0.41321  -0.236
C: 1.88196 4.16679 -2.64827  -0.108
C: -2.60074 -3.43372 0.96708  -0.175
C: -1.86058 -3.37626 2.30829  -0.369
C: -1.82514 -0.71205 -1.75601  -0.541
C: -0.93521 -1.68745 0.18993  -0.207
C: 2.29023 1.46369 -0.59144  -0.201
C: -0.90125 0.88930 -2.98985  -0.215
C: 1.83508 2.78110 0.04878  -0.153
H: -0.06071 -4.12359 1.41769  0.122
H: -1.77055 -2.11197 4.06204  0.081
H: -3.40253 -2.40119 3.46173  0.080
H: 2.82390 4.67677 0.42311  0.120
H: -3.67649 -3.32334 1.11902  0.115
H: 3.26202 1.16544 -0.18838  0.124
H: -2.04666 -4.31054 2.84917  0.136
H: 1.89193 2.69078 1.13541  0.108
H: 2.85205 3.83062 -3.03586  0.092
H: -0.93695 1.53694 -3.85585  0.110
H: 1.03239 -2.07658 0.91962  0.118
H: 1.19204 3.31752 -2.61618  0.059
H: 0.00503 -1.14595 2.02539  0.119
H: 2.36985 1.57939 -1.67240  0.102
H: -2.43916 -4.40830 0.49464  0.123
H: 3.64679 3.65265 -0.77827  0.122
H: 1.32915 -0.00274 0.57043  0.114
H: 1.47819 4.93226 -3.30848  0.089
H: 0.79280 2.96329 -0.21916  0.117
H: -2.34396 -1.28505 2.60773  0.081
H: 0.19639 -3.33455 2.97469  0.115

Force components x, y, z for each atom (eV/Å):
0.4 0.1 0.2
0.0 0.2 0.0
0.5 0.1 0.4
-0.4 0.0 -0.5
0.1 -0.2 0.3
0.0 0.2 -0.3
0.1 -0.2 -0.1
-0.3 -0.2 -0.2
-0.4 0.3 -0.6
0.0 -0.2 0.0
0.0 0.1 0.1
-0.1 -0.1 0.3
-0.1 0.0 0.0
0.0 -0.2 0.2
0.0 0.0 0.0
0.4 0.0 0.4
-0.2 -0.3 0.2
0.0 0.3 0.1
-0.3 -0.1 -0.1
0.2 0.0 -0.3
0.1 0.0 0.0
0.0 0.1 0.1
-0.1 0.0 0.0
0.1 -0.1 -0.1
0.0 -0.1 0.0
0.0 0.0 -0.1
0.0 0.0 -0.1
0.0 0.0 0.0
0.0 0.0 0.0
0.0 0.1 -0.1
0.0 0.1 0.1
0.1 0.0 0.0
0.1 0.0 0.0
0.2 0.0 0.1
-0.1 0.0 0.0
0.0 0.1 0.0
0.0 0.0 -0.1
0.0 -0.1 -0.1
0.0 0.0 0.0
0.0 0.2 0.0
0.0 -0.1 0.0

* HOMO level: -8.0 eV
* gap between HOMO and LUMO: 8.6 eV
* DFT total energy: -33249.5394 eV
* net charge: 0
* energy relative to the best compared isomer or geometry (same formula, charge and spin): 0.00 kcal per mole


(4)
DFT (ωB97M-V with the def2-TZVPD basis set) results for a structure of composition C15H21N4O4SeW.

Each line ends with the Löwdin spin population.
Atoms and positions in Å:
W: -1.10766 -1.14246 -0.53896  1.711
Se: -3.25468 -2.07741 -1.48535  0.037
O: -1.92158 -2.98485 -0.83726  0.004
O: -4.59300 -2.69910 -2.04770  0.041
O: -3.12832 -0.96055 -0.18180  0.056
O: -2.11118 -1.15864 -2.38885  0.018
N: 0.95709 -1.97077 -0.95903  0.031
N: -0.37173 -1.51882 1.34775  0.016
N: -0.64788 1.03324 -0.97571  0.020
N: -0.24702 3.50381 -1.43824  0.000
C: -1.76200 1.86988 -0.40048  0.012
C: 0.82316 2.99862 -0.51392  0.001
C: -1.59927 3.34709 -0.79822  0.002
C: 2.93169 -2.41019 2.78600  -0.003
C: -0.20484 2.75429 -2.74113  0.001
C: 3.65248 -2.56944 1.63238  0.000
C: 0.96637 -1.87349 1.46057  0.009
C: 0.64573 1.47343 -0.36745  0.006
C: 0.73498 -1.93729 3.85674  -0.006
C: -1.13348 -1.44462 2.46581  0.008
C: 1.71040 -2.06982 0.29491  0.006
C: -0.58803 1.29060 -2.46001  0.006
C: 3.03516 -2.41395 0.37452  -0.001
C: 1.55938 -2.06481 2.72106  0.001
C: -0.61090 -1.64099 3.73008  0.001
H: 0.14983 0.61649 -2.89175  0.002
H: -1.63423 4.01239 0.06171  0.000
H: 3.39666 -2.55742 3.75255  0.000
H: 0.65050 1.20111 0.68797  0.001
H: -0.91028 3.23366 -3.41654  0.000
H: 1.78494 3.25821 -0.95113  0.000
H: -1.55780 1.03920 -2.87943  0.000
H: 0.73071 -2.92246 -1.27235  0.005
H: 0.70944 3.52697 0.43042  0.000
H: 3.61015 -2.59432 -0.52714  0.000
H: -1.74273 1.74911 0.68293  0.002
H: 1.45353 0.93838 -0.86482  0.001
H: 4.69689 -2.84602 1.67585  0.000
H: -2.70466 1.47018 -0.76760  0.001
H: 1.16220 -2.09451 4.84125  0.000
H: -2.34115 3.66704 -1.52700  0.000
H: -0.08255 4.49613 -1.62376  0.000
H: -1.25754 -1.57077 4.59306  0.000
H: 0.80020 2.86466 -3.14344  0.000
H: -2.18480 -1.22921 2.31134  0.001
H: 1.53583 -1.59257 -1.70785  0.006

Force components x, y, z for each atom (eV/Å):
0.7 -0.5 0.0
-0.4 -0.2 -0.3
-0.1 0.4 0.0
0.8 0.4 0.3
-0.5 0.0 0.0
-0.3 0.0 0.1
-0.2 -0.1 0.1
0.0 0.0 0.0
-0.2 0.1 -0.2
0.0 -0.1 0.0
0.0 -0.1 0.0
-0.1 0.1 -0.1
0.2 0.1 -0.1
0.0 0.0 -0.1
0.0 0.1 0.1
0.0 0.0 0.0
-0.1 0.0 0.1
0.0 0.0 0.0
-0.1 0.0 0.1
0.0 0.0 0.0
0.1 0.0 0.0
0.1 0.0 0.1
0.0 0.0 0.0
0.1 0.0 0.0
0.0 0.0 -0.1
0.0 0.0 -0.1
-0.1 0.0 0.0
0.0 0.0 0.0
0.0 0.0 0.0
0.0 0.0 -0.1
0.0 0.0 0.1
0.0 0.0 0.0
0.1 0.0 0.0
0.0 0.0 0.0
0.0 0.0 0.0
0.0 0.0 0.0
0.0 0.0 0.0
0.0 0.0 0.0
0.0 0.0 0.0
0.0 0.0 0.0
0.0 0.0 0.0
0.0 0.0 0.0
0.0 0.0 0.0
0.0 0.0 0.0
0.0 0.0 0.0
0.0 0.1 0.0

* multiplicity: 3
* HOMO level (alpha / beta): -18.6 / -18.6 eV
* gap between HOMO and LUMO (alpha / beta): 6.7 / 7.3 eV
* DFT total energy: -97187.8500 eV
* net charge: +3


(5)
DFT (ωB97M-V with the def2-TZVPD basis set) results for the molecule C15H21N5O2 in a non-equilibrium geometry.

Each line ends with the Löwdin charge.
Atoms and positions in Å:
O: -2.10571 -4.93176 3.78482  -0.080
O: -1.73837 2.41269 -0.24628  0.062
N: 0.33858 -1.28811 -1.80065  0.043
N: 2.32524 4.59389 -1.32750  -0.284
N: -0.60699 -1.65625 -0.94427  -0.141
N: 0.32593 -0.01678 -1.91134  0.057
N: -0.14300 2.65961 -1.84954  0.065
C: -1.25463 -0.57162 -0.47510  0.038
C: 0.56578 -2.77019 1.47676  -0.045
C: -0.81337 -3.03665 -0.59883  -0.083
C: 0.77918 -2.98543 2.82866  -0.066
C: 0.94051 4.71380 -0.93639  -0.192
C: -0.90968 1.94149 -1.00403  -0.469
C: -0.57496 -3.27581 0.87260  -0.214
C: -3.27209 -5.49911 3.23912  -0.087
C: 2.66206 5.25924 -2.56428  -0.113
C: -0.12889 -3.70757 3.57282  -0.004
C: -0.64427 0.49263 -1.11206  -0.183
C: -1.27608 -4.22818 2.97089  -0.269
C: -0.13268 4.09886 -1.86600  -0.153
C: 2.88190 3.26180 -1.26000  -0.109
C: -1.49673 -4.00003 1.61697  0.020
H: -3.94832 -4.73225 2.84774  0.096
H: -0.10202 -3.61021 -1.20159  0.136
H: -3.75897 -6.01894 4.06250  0.094
H: 0.02266 -3.88681 4.62499  0.118
H: -2.37857 -4.38402 1.12733  0.106
H: 1.66367 -2.58794 3.30222  0.108
H: 1.28269 -2.21168 0.89386  0.114
H: 0.53868 2.14547 -2.38802  0.105
H: -1.83057 -3.33216 -0.87561  0.131
H: 3.74760 5.33516 -2.63337  0.083
H: -1.11290 4.42550 -1.50900  0.120
H: 0.00937 4.44440 -2.89242  0.114
H: 2.53674 2.76807 -0.35406  0.086
H: 0.72287 5.78211 -0.84445  0.116
H: 2.24437 6.26462 -2.55850  0.085
H: 0.83115 4.26117 0.05246  0.122
H: 3.96958 3.34385 -1.21659  0.083
H: -3.03716 -6.21796 2.44738  0.096
H: 2.30207 4.73130 -3.46137  0.080
H: -2.05169 -0.61643 0.23466  0.138
H: 2.62702 2.63025 -2.12454  0.075

Force components x, y, z for each atom (eV/Å):
0.3 0.2 0.1
-0.1 0.0 0.2
0.7 -1.0 -0.5
0.1 0.0 0.0
-0.4 0.9 0.1
0.0 0.6 -0.1
0.2 -0.1 -0.2
0.3 0.6 -0.3
0.0 0.0 -0.1
0.0 -0.6 0.1
0.0 0.0 0.0
-0.3 0.0 -0.1
0.1 0.1 -0.2
0.1 0.1 0.1
-0.2 -0.1 -0.1
0.0 0.0 0.1
-0.2 -0.1 0.0
-0.4 -0.9 0.5
0.2 0.1 0.0
0.1 0.4 0.4
0.1 0.1 0.0
-0.2 -0.1 0.0
0.0 0.0 0.0
-0.2 0.1 0.0
0.0 0.0 -0.1
0.0 0.0 0.1
-0.1 0.0 0.0
0.1 0.0 0.1
0.1 0.1 -0.1
-0.1 0.0 0.0
0.2 0.0 0.0
0.0 0.0 -0.1
0.1 0.0 -0.1
-0.1 0.0 0.0
0.0 -0.1 0.0
-0.1 0.0 0.1
0.0 0.1 -0.1
-0.1 0.1 0.0
0.0 -0.1 0.0
0.0 0.0 0.0
0.0 0.0 0.0
-0.2 0.0 0.2
0.0 -0.1 0.0

* HOMO level: -8.1 eV
* gap between HOMO and LUMO: 8.7 eV
* DFT total energy: -27440.3990 eV
* net charge: 0
* energy relative to the best compared isomer or geometry (same formula, charge and spin): 53.74 kcal per mole